# C3H12NO

A 2-piece molecular cluster, C3H12NO overall at a distorted geometry (wB97M-V/def2-TZVPD, OMol25).

- Charge: +1
- Relative energy (zero: lowest compared OMol25 entry of this formula, charge and spin): 164.8 kJ/mol
- HOMO energy: -16.41 eV
- Largest force on an atom: 5.92 eV/Å
- Orbital gap: 13.30 eV
- Electronic energy: -251.20757 a.u.

Geometry (Å):
C1 -0.636 0.623 -1.832
C2 -1.128 -0.244 -0.684
N1 0.041 -0.258 0.351
C3 0.180 -1.636 0.886
H1 0.215 0.073 -2.323
H2 -1.354 0.732 -2.635
H3 -0.246 1.729 -1.649
H4 -2.133 0.183 -0.218
H5 -1.455 -1.146 -1.026
H6 0.043 0.476 1.123
H7 0.791 0.047 -0.210
H8 0.391 -2.411 0.133
H9 -0.705 -1.884 1.423
H10 1.142 -1.847 1.555
H11 2.191 1.287 2.022
H12 1.322 2.595 1.484
O1 1.339 1.682 1.600

---

# C3H12NO

A 2-piece molecular cluster, C3H12NO overall at a distorted geometry (wB97M-V/def2-TZVPD, OMol25).

- Charge: +1
- Relative energy (zero: lowest compared OMol25 entry of this formula, charge and spin): 53.7 kJ/mol
- HOMO energy: -16.18 eV
- Largest force on an atom: 2.14 eV/Å
- Orbital gap: 12.88 eV
- Electronic energy: -251.24991 a.u.

Geometry (Å):
C1 -1.352 -0.486 -1.583
C2 -0.467 -0.504 -0.327
C3 1.026 -0.580 -0.711
N1 -0.527 0.810 0.421
H1 -2.333 -0.030 -1.333
H2 -0.941 0.138 -2.386
H3 -1.442 -1.494 -2.028
H4 -0.578 -1.317 0.398
H5 1.274 0.021 -1.647
H6 1.166 -1.589 -1.128
H7 1.730 -0.348 0.100
H8 -1.339 1.022 1.032
H9 0.218 0.915 1.186
H10 -0.479 1.525 -0.309
H11 2.074 0.654 2.528
H12 0.862 0.732 3.354
O1 1.107 0.530 2.432

---

# C3H12NO2

A 3-piece molecular cluster, C3H12NO2 overall at a distorted geometry (wB97M-V/def2-TZVPD, OMol25).

- Relative energy (zero: lowest compared OMol25 entry of this formula, charge and spin): 367.7 kJ/mol
- HOMO energy (alpha / beta): -2.83 / -8.27 eV
- Largest force on an atom: 5.73 eV/Å
- Orbital gap (alpha / beta): 3.06 / 8.44 eV
- Electronic energy: -326.52475 a.u.
- Multiplicity: 2

Geometry (Å):
C1 -1.382 1.382 1.421
C2 -0.732 0.707 0.324
C3 -0.884 0.999 -0.948
N1 0.274 -0.360 0.695
H1 -2.461 1.129 1.335
H2 -0.807 1.036 2.318
H3 -1.372 2.451 1.611
H4 -0.376 0.495 -1.822
H5 -1.499 1.762 -1.419
H6 0.175 -1.135 0.113
H7 0.364 -0.670 1.688
H8 1.157 0.210 0.702
H9 0.195 -4.089 -0.095
H10 0.252 -3.413 -1.580
O1 0.390 -3.174 -0.683
H11 2.629 1.126 -0.916
H12 1.223 1.818 -0.988
O2 1.684 1.082 -0.640

---

# C3H12NO2

A 2-piece molecular cluster, C3H12NO2 overall (wB97M-V/def2-TZVPD, OMol25).

- Charge: +1
- Relative energy (zero: lowest compared OMol25 entry of this formula, charge and spin): 60.5 kJ/mol
- HOMO energy: -15.11 eV
- Largest force on an atom: 0.68 eV/Å
- Orbital gap: 12.17 eV
- Electronic energy: -326.49005 a.u.

Geometry (Å):
O1 -0.094 -2.394 -0.739
C1 1.095 -1.618 -0.601
C2 0.733 -0.366 0.212
N1 -0.627 0.115 -0.223
C3 -0.666 1.327 -1.095
H1 0.029 -3.282 -0.383
H2 1.878 -2.149 -0.064
H3 1.445 -1.337 -1.597
H4 1.507 0.385 0.053
H5 0.648 -0.630 1.263
H6 -1.162 0.373 0.614
H7 -1.066 -0.672 -0.709
H8 -0.975 2.177 -0.502
H9 -1.418 1.193 -1.871
H10 0.286 1.509 -1.562
H11 -0.830 1.540 3.111
H12 -0.034 2.218 1.938
O2 -0.751 1.609 2.156

---

# C3H12NO2

A 3-piece molecular cluster, C3H12NO2 overall at a distorted geometry (wB97M-V/def2-TZVPD, OMol25).

- Charge: +1
- Relative energy (zero: lowest compared OMol25 entry of this formula, charge and spin): 122.4 kJ/mol
- HOMO energy: -14.33 eV
- Largest force on an atom: 3.29 eV/Å
- Orbital gap: 11.08 eV
- Electronic energy: -326.46649 a.u.

Geometry (Å):
C1 0.151 -2.478 1.555
C2 0.351 -1.087 1.061
C3 0.416 0.007 1.798
N1 0.725 1.337 1.345
H1 -0.866 -2.819 1.354
H2 0.786 -3.204 1.082
H3 0.437 -2.441 2.608
H4 0.632 -1.115 0.015
H5 -0.007 -0.069 2.799
H6 1.658 1.650 1.645
H7 0.860 1.499 0.300
H8 0.045 2.107 1.538
H9 -0.174 1.119 -2.044
H10 -1.168 1.103 -0.923
O1 -0.216 1.026 -1.079
H11 -1.331 1.803 -4.741
H12 -1.247 0.332 -4.299
O2 -1.051 1.230 -4.013

---

# C3H12NO2

A 3-piece molecular cluster, C3H12NO2 overall at a distorted geometry (wB97M-V/def2-TZVPD, OMol25).

- Charge: +2
- Relative energy (zero: lowest compared OMol25 entry of this formula, charge and spin): 260.9 kJ/mol
- HOMO energy (alpha / beta): -20.73 / -20.52 eV
- Largest force on an atom: 2.86 eV/Å
- Orbital gap (alpha / beta): 10.60 / 5.67 eV
- Electronic energy: -325.89675 a.u.
- Multiplicity: 2

Geometry (Å):
C1 -1.585 1.178 -1.184
C2 -0.303 1.015 -0.351
C3 0.092 -1.275 -1.315
N1 0.363 -0.217 -0.612
H1 -1.304 1.291 -2.244
H2 -2.172 0.280 -0.995
H3 -2.169 2.047 -0.891
H4 0.427 1.844 -0.329
H5 -0.691 1.119 0.727
H6 0.389 -2.209 -0.853
H7 -0.590 -1.211 -2.162
H8 1.281 -0.358 -0.014
H9 2.718 -1.563 0.885
H10 3.210 -0.237 1.288
O1 2.635 -0.640 0.596
H11 -0.945 -0.968 2.052
H12 -0.948 0.101 3.091
O2 -0.408 -0.196 2.309

---

# C3H12NO2S

A 2-piece molecular cluster, C3H12NO2S overall at a distorted geometry (wB97M-V/def2-TZVPD, OMol25).

- Charge: +1
- Relative energy (zero: lowest compared OMol25 entry of this formula, charge and spin): 198.9 kJ/mol
- HOMO energy: -12.86 eV
- Largest force on an atom: 4.56 eV/Å
- Orbital gap: 9.56 eV
- Electronic energy: -724.61762 a.u.

Geometry (Å):
C1 1.345 0.518 -0.956
O1 1.682 1.790 -0.574
C2 -0.028 0.105 -0.612
C3 -0.199 -1.410 -0.946
S1 -0.899 -1.641 -2.810
N1 -0.304 0.478 0.889
H1 1.627 0.524 -2.060
H2 2.199 -0.009 -0.463
H3 2.537 2.083 -0.829
H4 -0.967 0.654 -1.103
H5 0.515 -2.281 -0.842
H6 -1.064 -1.683 -0.324
H7 0.292 -1.951 -3.302
H8 -1.178 -0.015 1.189
H9 0.402 0.477 1.560
H10 -0.659 1.412 0.854
H11 -1.338 -0.242 3.838
H12 -2.384 0.833 3.394
O2 -1.580 0.357 3.099

---

# C3H12NO4

A 3-piece molecular cluster, C3H12NO4 overall at a distorted geometry (wB97M-V/def2-TZVPD, OMol25).

- Charge: -1
- Relative energy (zero: lowest compared OMol25 entry of this formula, charge and spin): 35.7 kJ/mol
- HOMO energy: -4.55 eV
- Largest force on an atom: 1.48 eV/Å
- Orbital gap: 8.39 eV
- Electronic energy: -477.24603 a.u.

Geometry (Å):
C1 -1.698 -0.803 0.400
O1 -2.309 -0.240 -0.783
C2 -0.325 -0.242 0.681
C3 -0.227 1.282 0.528
O2 1.092 1.732 0.665
N1 0.071 -0.595 2.052
H1 -1.703 -1.884 0.337
H2 -2.430 -0.559 1.161
H3 0.449 -0.683 0.036
H4 -0.671 1.672 -0.393
H5 -0.768 1.659 1.409
H6 1.673 1.330 -0.225
H7 0.723 -1.363 2.032
H8 0.574 0.168 2.501
H9 -1.663 -0.280 -1.505
H10 0.488 -1.297 -1.997
O3 0.533 -0.627 -2.688
H11 1.182 0.007 -2.243
H12 2.712 -0.009 -0.758
O4 2.298 0.733 -1.210

---

# C3H12NO4

A 4-piece molecular cluster, C3H12NO4 overall at a distorted geometry (wB97M-V/def2-TZVPD, OMol25).

- Charge: -1
- Relative energy (zero: lowest compared OMol25 entry of this formula, charge and spin): 783.6 kJ/mol
- HOMO energy: -4.94 eV
- Largest force on an atom: 6.41 eV/Å
- Orbital gap: 4.38 eV
- Electronic energy: -476.96117 a.u.

Geometry (Å):
C1 1.221 -0.312 -1.424
O1 -1.467 -0.639 -2.369
C2 0.567 -0.398 -0.040
C3 -0.642 0.480 -0.003
O2 -1.414 0.354 1.145
N1 1.568 -0.039 1.012
H1 2.025 -1.040 -1.481
H2 1.543 0.720 -1.533
H3 0.370 -1.435 0.190
H4 -1.180 0.153 -0.933
H5 -0.441 1.546 -0.147
H6 -1.310 -0.635 1.444
H7 1.153 0.326 1.875
H8 1.827 0.951 0.752
H9 0.347 -0.371 -2.053
H10 -2.333 -0.670 -2.802
O3 -1.048 -1.956 1.990
H11 -1.569 -2.686 2.335
H12 1.579 3.326 -0.208
O4 1.475 2.369 -0.122

---

# C3H12NO4

A 3-piece molecular cluster, C3H12NO4 overall at a distorted geometry (wB97M-V/def2-TZVPD, OMol25).

- Charge: +1
- Relative energy (zero: lowest compared OMol25 entry of this formula, charge and spin): 27.6 kJ/mol
- HOMO energy: -14.49 eV
- Largest force on an atom: 1.74 eV/Å
- Orbital gap: 11.54 eV
- Electronic energy: -477.01679 a.u.

Geometry (Å):
C1 0.443 0.976 -0.945
C2 -0.864 0.670 -1.627
C3 -2.057 1.207 -0.869
O1 -2.710 2.193 -1.485
O2 -2.319 0.823 0.246
N1 0.451 0.483 0.490
H1 1.236 0.448 -1.428
H2 0.696 2.033 -0.953
H3 -1.010 -0.401 -1.747
H4 -0.898 1.092 -2.607
H5 -3.547 2.275 -1.035
H6 -0.068 -0.394 0.479
H7 0.141 1.178 1.162
H8 1.406 0.140 0.718
H9 2.784 -1.413 1.868
H10 3.787 -0.433 1.286
O3 2.846 -0.537 1.465
H11 0.491 -3.908 1.872
H12 -0.872 -3.306 1.605
O4 0.065 -3.127 1.507

---

# C3H12NO4

A 3-piece molecular cluster, C3H12NO4 overall at a distorted geometry (wB97M-V/def2-TZVPD, OMol25).

- Charge: +1
- Relative energy (zero: lowest compared OMol25 entry of this formula, charge and spin): 265.7 kJ/mol
- HOMO energy: -14.72 eV
- Largest force on an atom: 6.19 eV/Å
- Orbital gap: 11.43 eV
- Electronic energy: -476.92612 a.u.

Geometry (Å):
O1 -0.700 -2.137 0.829
C1 0.399 -1.545 1.430
C2 1.233 -0.971 0.185
N1 0.486 -0.014 -0.640
C3 1.236 0.405 -1.834
O2 0.792 -1.617 2.611
H1 -1.400 -2.602 1.264
H2 1.350 -1.906 -0.311
H3 2.217 -0.673 0.557
H4 -0.482 -0.260 -0.897
H5 0.412 0.950 -0.025
H6 2.265 0.563 -1.575
H7 0.720 1.178 -2.503
H8 1.258 -0.277 -2.828
H9 -1.099 2.018 2.185
H10 -1.176 0.779 3.065
O3 -1.385 1.089 2.189
H11 -2.186 1.861 -2.032
H12 -2.293 1.543 -0.523
O4 -1.648 1.615 -1.146

---

# C3H12NO4

A 3-piece molecular cluster, C3H12NO4 overall at a distorted geometry (wB97M-V/def2-TZVPD, OMol25).

- Charge: +1
- Relative energy (zero: lowest compared OMol25 entry of this formula, charge and spin): 251.7 kJ/mol
- HOMO energy: -14.26 eV
- Largest force on an atom: 5.85 eV/Å
- Orbital gap: 11.13 eV
- Electronic energy: -476.93144 a.u.

Geometry (Å):
C1 -0.566 0.380 1.609
C2 -0.813 1.425 0.403
C3 -0.478 1.069 -0.999
O1 0.131 2.039 -1.689
O2 -0.549 -0.063 -1.408
N1 -0.163 -0.975 0.914
H1 0.290 0.754 2.244
H2 -1.567 0.059 1.851
H3 -0.182 2.338 0.698
H4 -1.841 1.811 0.423
H5 0.022 1.922 -2.783
H6 0.345 -0.641 0.095
H7 -0.940 -1.680 0.690
H8 0.363 -1.601 1.567
H9 2.762 0.446 -0.774
H10 2.852 0.776 0.615
O3 2.107 0.579 -0.151
H11 0.236 -2.837 -1.090
H12 -1.320 -3.149 -1.367
O4 -0.687 -2.651 -0.848

---

# C3H12NOS

A 2-piece molecular cluster, C3H12NOS overall (wB97M-V/def2-TZVPD, OMol25).

- Relative energy (zero: lowest compared OMol25 entry of this formula, charge and spin): 12.6 kJ/mol
- HOMO energy (alpha / beta): -3.51 / -9.46 eV
- Largest force on an atom: 0.74 eV/Å
- Orbital gap (alpha / beta): 3.94 / 9.79 eV
- Electronic energy: -649.55774 a.u.
- Multiplicity: 2

Geometry (Å):
C1 1.646 1.133 0.018
C2 0.248 0.507 0.108
C3 0.318 -0.832 0.829
S1 -1.318 -1.635 1.035
N1 -0.693 1.482 0.791
H1 2.371 0.370 -0.279
H2 1.922 1.493 1.005
H3 1.670 1.993 -0.644
H4 -0.177 0.370 -0.874
H5 0.900 -1.505 0.201
H6 0.763 -0.725 1.809
H7 -1.032 -2.736 0.308
H8 -0.224 2.054 1.516
H9 -1.115 2.138 0.083
H10 -1.433 0.967 1.325
H11 -1.909 -1.399 -2.029
H12 -0.908 -2.288 -2.770
O1 -1.027 -1.388 -2.433